Formula: C18H21NO4S
Source: OMol25
Level of theory: the ωB97M-V functional and the def2-TZVPD basis

Positions of all 45 atoms, in Å:
C (1.9332, -2.2954, 0.2660)
C (-4.2101, -1.7289, -1.1953)
O (4.2607, -2.1960, -0.1883)
C (-3.4159, 1.5033, 0.6472)
N (3.0934, -0.2633, 0.0858)
H (5.3891, 1.6766, 1.3034)
O (-1.3323, -0.8339, -1.4887)
C (-5.7827, 1.3348, 0.3755)
H (-2.3214, -2.3629, 0.8986)
C (4.1661, 0.6604, -0.1977)
H (-0.4851, -4.4900, 0.3111)
H (4.7270, 1.8781, -1.8937)
C (-1.4731, -1.7043, 1.0408)
H (3.0026, 3.5672, -1.4713)
C (-4.6793, 2.0297, 0.8449)
H (3.3356, 3.5809, 1.1972)
C (-5.6186, 0.1305, -0.2843)
H (-6.7750, 1.7351, 0.5204)
C (4.3530, 1.6530, 0.9701)
C (-4.3543, -0.4175, -0.4910)
C (1.5405, -3.5927, 0.0696)
H (2.1731, 0.1309, 0.2212)
O (-0.6844, 0.7332, 0.2806)
C (3.0696, 2.7165, -0.7947)
H (2.1639, -4.3993, -0.2555)
H (-4.8018, 2.9718, 1.3561)
C (3.8122, 1.5344, -1.4095)
H (2.0571, 2.4203, -0.5147)
C (-3.2630, 0.2971, -0.0126)
C (3.9000, 3.0254, 0.4499)
H (3.2168, 0.9864, -2.1380)
H (5.0517, 0.0447, -0.3715)
O (0.8778, -1.5574, 0.6801)
C (0.1587, -3.6359, 0.3635)
H (-6.4839, -0.4018, -0.6515)
H (-3.2342, -1.8086, -1.6643)
C (-0.1927, -2.3681, 0.7374)
H (-1.4905, -1.2320, 2.0201)
H (4.7684, 3.6232, 0.1687)
H (-4.9824, -1.8333, -1.9543)
H (3.7403, 1.3339, 1.8134)
S (-1.5711, -0.3034, -0.1740)
C (3.2204, -1.6047, 0.0329)
H (-2.5282, 2.0137, 0.9854)
H (-4.3310, -2.5516, -0.4891)

Cartesian forces, eV/Å:
C 0.0 -1.2 -0.2
C 0.0 -0.1 -0.1
O 0.0 -0.3 -0.1
C 0.1 0.2 0.1
N -0.2 0.2 0.0
H 0.0 0.0 0.1
O -0.2 -0.2 0.0
C 0.0 0.0 0.0
H -0.1 -0.1 0.0
C 0.3 -0.2 -0.1
H -0.2 -0.1 0.0
H 0.1 0.0 0.0
C 0.2 0.9 -0.6
H -0.1 0.0 0.0
C 0.0 0.0 0.0
H 0.0 0.1 0.0
C 0.1 0.0 0.0
H -0.1 0.0 0.0
C 0.1 0.1 0.0
C -0.2 -0.1 -0.1
C 0.4 0.8 0.1
H 0.0 -0.1 0.0
O -0.1 0.2 0.3
C 0.2 0.1 -0.1
H 0.2 -0.1 -0.1
H 0.0 0.1 0.0
C -0.1 0.0 0.0
H -0.1 0.0 0.0
C 0.6 -0.2 0.1
C -0.1 0.1 0.0
H 0.1 -0.1 -0.1
H -0.1 0.1 0.0
O 0.2 0.2 0.1
C -0.3 0.6 0.3
H -0.1 -0.1 -0.1
H -0.1 -0.2 -0.1
C -0.1 -0.9 -0.2
H -0.1 0.0 0.1
H 0.0 0.1 0.0
H 0.0 0.0 0.0
H 0.1 0.0 0.0
S -0.3 -0.1 0.1
C -0.1 0.3 0.1
H 0.0 0.1 0.1
H 0.0 -0.1 0.0

* LUMO: 0.434 eV
* HOMO-LUMO gap: 9.18 eV
* structure (SMILES): Cc1ccccc1S(=O)(=O)Cc1ccc(C(=O)NC2CCCC2)o1
* molecular weight: 347.4 g mol⁻¹

---

Formula: C18H21NOS
Source: OMol25
Level of theory: the ωB97M-V functional and the def2-TZVPD basis

Positions of all 42 atoms, in Å:
C (-3.0675, -3.1897, -2.8606)
C (1.3340, 1.6984, -0.6727)
N (0.2156, 1.0705, -0.2340)
H (0.2743, 0.4195, 0.5338)
C (3.7650, 1.2509, -0.7924)
H (-4.7208, -1.0623, -2.4741)
H (7.1085, 0.7885, 1.5095)
C (6.3488, 0.0268, 1.6778)
H (-1.6813, -3.3530, -0.5486)
H (-4.8812, 0.3873, -0.5051)
C (5.0393, 0.4552, 1.0905)
H (3.7061, 1.5756, -1.8202)
H (-1.6945, 0.6394, -0.9334)
H (-3.8710, -2.9966, -3.5667)
H (5.8632, 0.8616, -0.8424)
H (-1.2362, 3.0812, 0.8660)
C (4.9659, 0.8556, -0.2403)
H (-0.9961, 2.2056, -1.4289)
C (-1.8010, 2.1973, 0.5695)
H (-3.5714, -0.3294, 2.7121)
C (-3.3734, -0.6581, 0.6002)
O (1.3097, 2.5415, -1.5499)
C (-3.4384, 0.2389, 1.7910)
C (3.8780, 0.4675, 1.8521)
C (-2.3851, -2.5331, -0.5399)
C (-4.1768, -0.4329, -0.5091)
H (3.9200, 0.1772, 2.8925)
C (2.6684, 0.8524, 1.3024)
H (-2.8189, 2.4860, 0.3124)
C (-4.0861, -1.2528, -1.6207)
H (1.7897, 0.8803, 1.9321)
S (-1.8716, 1.1522, 2.0647)
H (6.6908, -0.8926, 1.2030)
C (-3.1886, -2.3105, -1.6543)
H (6.2598, -0.1489, 2.7468)
C (-1.1085, 1.5010, -0.6000)
C (2.5989, 1.2392, -0.0317)
H (-3.0960, -4.2394, -2.5734)
H (-1.8422, -1.8983, 1.4293)
H (-2.1170, -3.0079, -3.3625)
C (-2.4761, -1.7212, 0.5720)
H (-4.2363, 0.9769, 1.7032)

Cartesian forces, eV/Å:
C 0.1 0.0 0.0
C -0.2 -0.2 0.0
N -0.1 -0.1 0.2
H 0.1 0.0 -0.1
C -0.1 0.0 0.0
H -0.1 0.0 -0.1
H 0.1 0.0 0.0
C 0.0 0.0 0.0
H 0.1 -0.1 0.0
H -0.1 0.1 0.0
C -0.1 0.0 0.0
H 0.0 0.1 -0.1
H 0.1 0.2 0.0
H 0.0 0.0 -0.1
H 0.1 0.0 -0.1
H -0.1 0.0 -0.1
C -0.1 0.0 0.1
H -0.1 -0.1 0.1
C 0.0 -0.4 0.2
H -0.1 0.0 0.0
C -0.2 -0.1 -0.1
O 0.2 0.2 -0.2
C 0.5 0.4 0.1
C 0.1 0.0 0.0
C 0.0 0.1 0.1
C 0.1 0.0 0.2
H 0.0 0.0 0.1
C -0.1 0.0 -0.2
H 0.0 0.1 0.0
C 0.1 -0.1 -0.1
H -0.1 0.0 0.0
S -0.2 0.1 0.1
H 0.1 -0.1 0.0
C -0.1 0.1 0.0
H 0.1 0.0 0.1
C -0.2 0.2 -0.2
C 0.3 0.1 0.1
H 0.0 -0.1 -0.1
H 0.1 0.0 0.1
H 0.0 0.0 -0.1
C -0.1 0.0 0.0
H -0.1 -0.1 0.0

* LUMO: 0.675 eV
* HOMO-LUMO gap: 9.31 eV
* structure (SMILES): Cc1ccc(CSCCNC(=O)c2ccc(C)cc2)cc1
* molecular weight: 299.4 g mol⁻¹

---

Formula: C18H22BBr7Cl4F13NNa2O7PS
Source: OMol25
Level of theory: the ωB97M-V functional and the def2-TZVPD basis

Positions of all 77 atoms, in Å:
F (-0.7072, 1.6898, 3.8018)
O (-0.6579, -2.3471, 9.8168)
F (-5.1879, 7.6480, 0.8034)
Br (-2.8399, -0.8280, -4.4371)
H (-0.2415, -2.5507, -1.0332)
C (0.2436, -3.2393, -1.8707)
F (4.5202, 0.4830, -1.4995)
C (1.8549, -2.9753, -2.0358)
H (1.7598, 4.2780, 3.3108)
Cl (0.2366, 8.9405, 3.0610)
O (-2.6546, -4.3395, -1.7010)
F (-3.5812, 6.2000, 0.8466)
H (0.3923, -3.9035, -8.8423)
C (1.7618, 1.7861, 2.9210)
C (2.3752, 0.5564, 1.9684)
H (4.5846, 2.7956, -0.3820)
C (3.8250, 2.4574, 0.4713)
Cl (-2.4251, 8.5769, 1.9357)
F (-5.8707, 5.5874, -0.8951)
O (-3.0655, -1.9979, -2.4818)
C (3.2086, 3.6629, 1.4042)
Cl (-2.1183, 9.4379, 4.7012)
H (4.1168, -5.1499, 0.6217)
F (-3.7240, 5.8348, -0.9913)
C (-6.8806, -6.5070, -4.9881)
C (3.4126, 0.8626, 0.7370)
C (4.1135, -0.2359, -0.2559)
Br (1.3653, 5.7642, 3.0978)
N (3.3132, -1.4963, -0.4935)
H (-0.1413, -2.3127, -8.2409)
F (5.4081, -0.6704, 0.3899)
H (2.0392, -0.5617, 2.1846)
S (-2.4591, -3.3669, -2.9020)
C (0.7240, 1.5052, 4.1971)
B (0.1740, 0.2045, 7.6593)
H (4.0042, -2.2775, -0.6950)
O (4.1908, -4.3359, 0.1011)
H (2.2665, -3.0572, -7.5220)
F (-5.6364, 5.5372, 0.9693)
Cl (-3.5424, -4.1684, -4.5045)
C (2.3099, -1.4196, -1.6227)
H (-0.3943, -2.1665, -3.8914)
C (-0.3917, -1.3010, 9.2474)
H (1.3241, -0.8475, -1.3351)
Na (2.4570, 4.2010, -1.0689)
Br (-6.9121, -8.4052, -4.5637)
Br (-6.6549, -6.1952, -6.8949)
C (-1.4328, 8.4519, 3.3984)
O (-0.0380, 0.9204, 8.9220)
C (1.3460, -3.3286, -6.9973)
H (-0.3367, -4.0665, -3.9998)
C (-0.6025, -3.1576, -3.2960)
P (-4.8365, 6.3957, -0.0551)
H (0.1200, -4.3495, -1.4816)
H (2.7984, -1.7850, 0.3858)
H (-1.4273, 7.4082, 3.7227)
H (2.4717, -3.7551, -1.4143)
H (1.4898, -4.2887, -6.4939)
H (2.7089, -0.9416, -2.6136)
F (1.0191, 2.5478, 5.2486)
Br (-1.3862, -4.1845, -7.1494)
O (-0.6172, 0.2695, 11.0100)
C (2.1657, 3.3840, 2.6625)
H (-6.0036, -6.0822, -4.4886)
F (1.0040, 0.1289, 4.6680)
H (5.1342, -4.1183, 0.1397)
Na (2.6828, 1.0194, -2.0457)
F (-0.7619, 0.6785, 6.6517)
Br (-8.4396, -5.5816, -4.2827)
F (-5.0160, 7.5679, -1.0667)
O (-0.0711, -1.2124, 7.9494)
H (3.5329, 4.7706, 1.2017)
Br (1.1410, -1.9800, -5.6035)
C (-0.3715, 0.0068, 9.8438)
C (0.1697, -3.3187, -7.9454)
H (2.1198, -3.1448, -3.1700)
F (1.5415, 0.3926, 7.2005)

Cartesian forces, eV/Å:
F 5.2 -0.9 1.4
O 0.3 1.3 -0.5
F -1.5 2.2 5.2
Br 0.7 2.1 -3.1
H 1.0 -1.3 -1.9
C -0.7 -1.1 0.6
F 0.1 -2.9 2.6
C -0.3 -0.1 -0.7
H 0.8 -1.8 0.4
Cl -0.1 0.3 0.1
O 1.5 2.1 -4.6
F 2.6 0.8 5.0
H 0.1 0.1 0.2
C 1.9 0.1 -3.0
C 0.0 3.0 -0.2
H -1.4 -1.1 2.1
C -2.3 0.7 2.5
Cl 0.4 0.1 0.6
F -2.5 -0.7 -5.2
O 2.2 -6.0 0.3
C -0.6 -4.2 0.0
Cl 0.1 -0.1 0.0
H -0.1 0.2 -0.1
F 1.6 -2.3 -5.3
C 0.1 0.2 0.2
C -1.3 2.4 0.6
C 1.8 3.4 4.3
Br -1.5 4.4 -0.4
N 1.2 0.0 -0.6
H 0.1 -0.2 0.2
F -3.3 0.5 -2.5
H 0.8 2.6 -0.3
S -2.9 2.2 7.0
C -0.2 0.3 1.0
B 0.5 1.1 -2.1
H -1.0 0.7 0.3
O 0.4 0.2 0.1
H -0.2 0.0 0.1
F -0.4 -1.9 5.4
Cl 0.8 0.3 0.7
C -2.5 -1.3 -2.3
H -1.4 -2.1 1.6
C -0.2 -4.4 -1.4
H 2.0 -1.0 0.0
Na -0.6 0.6 0.4
Br 0.0 0.4 -0.1
Br -0.1 -0.1 0.4
C -0.3 -0.1 -0.5
O -0.2 -0.8 0.7
C 0.3 0.0 -0.3
H -0.5 1.8 1.5
C 1.1 -0.4 -0.3
P -0.5 -0.2 0.1
H 0.2 2.4 -0.7
H 0.7 0.6 -0.7
H 0.1 0.3 -0.1
H -1.2 1.6 -1.0
H -0.2 0.2 -0.1
H -0.1 -1.3 2.0
F -1.1 -4.0 -3.8
Br 0.3 0.2 0.0
O 0.3 -0.5 -1.3
C 3.4 -7.2 -3.0
H -0.4 -0.2 -0.2
F -1.3 4.8 -1.8
H -0.1 -0.3 0.1
Na -1.5 1.3 -0.5
F 1.2 -0.5 1.1
Br 0.4 -0.3 -0.2
F 0.7 2.0 -5.5
O -0.2 -0.1 1.0
H -0.6 -2.2 0.6
Br 0.6 0.3 -0.6
C -0.1 4.1 2.4
C -0.3 -0.2 -0.1
H -0.3 0.5 2.3
F -1.4 -0.2 0.5

* LUMO: -2.715 eV
* HOMO-LUMO gap: 2.11 eV
* charge: -1
* molecular weight: 1432.3 g mol⁻¹

---

Formula: C18H22Br2Cl2N10STi
Source: OMol25
Level of theory: the ωB97M-V functional and the def2-TZVPD basis

Positions of all 56 atoms, in Å:
N (-1.3666, 2.7490, 1.8375)
C (2.1985, 2.4040, 4.0976)
C (-3.4190, -2.8730, -1.9047)
C (0.5175, -1.4301, 2.8357)
Cl (0.4948, 2.5210, -0.7872)
C (-2.1005, -3.2974, -1.7763)
C (2.4432, -1.5862, -0.0816)
N (-4.1585, 1.1087, -0.5427)
N (-5.3574, 3.0550, -0.3240)
C (0.7579, -0.0086, -2.8611)
N (-3.3369, 2.9401, 0.7474)
C (3.0561, -1.4453, -2.5257)
C (2.2237, -1.1448, -1.4683)
H (3.3525, -1.2225, -4.6509)
N (1.4775, -1.2477, 0.7249)
Cl (3.3914, 1.9591, -1.2072)
Br (2.3010, 1.6898, 2.2490)
H (2.3629, -2.2056, 2.3367)
N (1.0837, -0.4278, -1.6377)
C (3.6271, -2.3727, 0.3479)
H (-6.0867, 2.6312, -0.8810)
H (4.1439, -1.8684, 1.1714)
N (1.5464, -1.6918, 2.0277)
H (-0.1617, 0.5578, -2.9647)
H (-1.6519, 3.5776, 2.3441)
H (-5.4968, 3.9902, 0.0370)
H (2.3937, 3.6883, 0.0371)
Ti (-0.1204, 0.1115, 0.0768)
C (-3.0187, 0.5537, -0.4023)
C (-2.2227, 2.2818, 0.9375)
H (2.9901, 1.8983, 4.6365)
C (-3.7624, -1.5980, -1.4698)
S (-0.8170, -0.5190, 2.1825)
H (-4.7701, -1.2123, -1.5451)
H (2.3664, 3.4696, 4.0002)
C (1.5481, -0.2748, -3.9761)
H (2.1418, 3.8834, -1.7482)
C (-4.2700, 2.3945, -0.0362)
N (0.4859, -1.8426, 4.0742)
H (-0.3012, -1.6148, 4.6700)
H (3.3234, -3.3704, 0.6835)
Br (0.4955, 2.0718, 4.8710)
H (-0.1303, -2.7380, -1.1372)
C (2.2141, 3.1946, -0.9114)
C (-2.7793, -0.8084, -0.9111)
C (2.7121, -0.9974, -3.8072)
H (-1.7962, -4.2838, -2.0996)
H (4.3501, -2.5055, -0.4488)
H (-4.1676, -3.5242, -2.3379)
H (1.2407, 0.0834, -4.9495)
C (-1.1645, -2.4389, -1.2350)
H (-0.5704, 2.2391, 2.1812)
N (-1.4956, -1.2033, -0.8066)
H (1.2212, -2.3981, 4.4984)
H (3.9597, -2.0204, -2.3860)
N (-1.8980, 1.1180, 0.2150)

Cartesian forces, eV/Å:
N -0.1 0.1 -0.1
C 0.1 0.0 -0.3
C 0.0 0.0 0.0
C 0.0 0.0 0.0
Cl -0.1 -0.1 0.1
C 0.0 0.0 0.0
C -0.1 0.0 0.0
N 0.1 -0.1 0.0
N 0.1 0.0 0.0
C 0.0 0.0 -0.1
N 0.0 0.0 0.0
C -0.1 0.0 0.1
C 0.0 0.0 0.0
H 0.0 0.0 0.0
N 0.0 0.1 0.1
Cl 0.0 0.0 0.0
Br 0.2 0.0 0.1
H 0.0 0.0 0.0
N -0.1 0.1 0.2
C 0.0 0.0 0.0
H 0.0 0.0 0.0
H 0.0 0.0 0.0
N -0.1 0.0 0.0
H 0.0 0.0 0.0
H 0.0 0.0 0.0
H 0.0 0.0 0.0
H 0.0 0.0 0.0
Ti -0.4 -0.2 -0.7
C 0.1 0.1 0.0
C 0.0 0.1 0.0
H -0.1 0.0 0.1
C 0.0 0.1 0.1
S 0.1 0.0 0.3
H 0.0 0.0 0.0
H 0.0 0.0 0.0
C 0.0 0.0 0.0
H 0.0 0.0 0.0
C 0.0 0.0 0.0
N 0.0 0.0 0.0
H 0.0 0.0 0.0
H 0.0 0.0 0.0
Br -0.1 0.0 0.1
H 0.0 0.0 0.0
C 0.0 0.1 0.0
C -0.1 0.2 -0.2
C 0.0 0.0 0.0
H 0.0 0.0 0.0
H 0.0 0.0 0.0
H 0.0 0.0 0.0
H 0.0 0.0 0.0
C -0.1 0.0 0.0
H 0.1 0.0 0.1
N 0.4 -0.1 0.0
H 0.0 0.0 0.0
H 0.0 0.0 0.0
N 0.1 -0.1 0.2

* LUMO: -14.102 eV
* HOMO-LUMO gap: 6.43 eV
* charge: +4
* molecular weight: 689.1 g mol⁻¹

---

Formula: C18H22Cl39I2NO4S
Source: OMol25
Level of theory: the ωB97M-V functional and the def2-TZVPD basis

Positions of all 87 atoms, in Å:
Cl (-7.7235, -5.7309, 1.4355)
C (2.6142, -0.1685, -4.4026)
Cl (3.6995, -6.4634, 4.9735)
Cl (4.7788, -3.2091, 0.1951)
H (1.0678, -3.0997, -3.5662)
Cl (7.4845, -3.5462, -0.7535)
H (5.5181, 5.5610, 1.8217)
Cl (10.7758, -3.4341, 2.1768)
O (-2.1852, -2.1191, -4.2497)
O (-0.3218, -0.7524, -3.8884)
Cl (4.8589, 3.3199, 1.7029)
H (-4.8487, -0.5218, 4.6739)
Cl (-0.3566, 11.0276, 0.0993)
C (4.2126, -5.1963, 3.8589)
H (3.6536, 0.1532, -4.3965)
Cl (-5.6435, -2.7135, 4.4638)
Cl (-1.5063, 4.0200, -1.0000)
Cl (0.1404, 1.6684, -0.5112)
H (2.4548, -1.5829, -2.7596)
H (-0.4256, 1.4439, 1.6276)
C (4.8726, 4.9306, 2.4180)
C (2.5508, -1.5838, -3.8390)
Cl (8.0896, -2.5625, 2.8229)
Cl (-3.0593, -1.6620, 3.6798)
I (1.9324, -3.8853, -5.9121)
Cl (-3.6254, 7.6723, 4.9247)
H (10.0738, -1.3210, 2.8896)
Cl (-11.1808, -1.9418, 1.6022)
C (-10.6819, -0.6450, 0.5161)
Cl (4.4328, 0.8578, 4.1592)
H (-6.6550, -1.3401, -3.9233)
Cl (-6.8724, -0.7445, -1.6636)
Cl (5.5431, -4.2590, 4.5539)
O (-2.3809, 0.0919, -2.8146)
Cl (-5.4554, -0.6391, 2.4208)
Cl (-1.3355, 6.7789, 3.3833)
C (5.8263, -4.1192, -0.8917)
Cl (-4.4446, -1.2695, -3.1175)
C (0.0169, 10.3783, 1.6962)
H (-1.2427, -2.9684, -5.8964)
C (1.3787, -2.4751, -4.3969)
Cl (-0.8339, 3.5166, 2.6351)
Cl (-6.4543, -3.3895, -2.8129)
H (2.2856, -0.0950, -5.4310)
Cl (5.7394, -5.8575, -0.5610)
Cl (9.5314, -1.3308, 0.6137)
Cl (0.7475, 8.7763, 1.5613)
H (5.4820, -3.9435, -1.9013)
C (-4.7609, -1.2833, 3.9100)
Cl (1.3645, 4.1476, -1.4029)
Cl (5.5218, 4.8757, 4.0590)
I (4.4359, -2.5669, -4.1821)
N (0.1184, -1.0659, -6.1493)
Cl (-4.8801, -5.1670, 1.2171)
C (-1.0491, -2.7278, -4.8529)
C (-0.8792, 1.7616, 2.5634)
H (5.4240, -1.2099, 3.7029)
H (3.3786, -4.5237, 3.7069)
C (0.1289, -1.7028, -4.8531)
Cl (3.2827, -1.4167, 2.7712)
Cl (-9.1247, 0.0183, 1.0136)
H (0.7366, 11.0348, 2.1659)
Cl (5.6091, -0.0615, 1.6701)
O (-2.3263, 0.1447, -5.1453)
Cl (-10.6188, -1.2162, -1.1500)
Cl (-6.8195, -3.1904, 0.3566)
C (-6.1702, -1.6516, -3.0080)
H (2.0988, 0.5274, -3.7439)
C (-0.0715, 3.1318, -1.4903)
C (-3.0586, 6.5468, 3.6880)
Cl (-2.5401, 1.1703, 2.5686)
H (0.2885, -0.0728, -6.1010)
Cl (3.2575, 5.6356, 2.4124)
H (-0.8418, -3.6891, -4.3867)
S (-1.9111, -0.5566, -3.9793)
Cl (-3.3967, 4.8812, 4.1491)
H (-3.5923, 6.7579, 2.7711)
C (9.6695, -2.0628, 2.2144)
H (-11.4177, 0.1454, 0.5742)
H (-6.4828, -4.0529, 2.4988)
Cl (0.0458, 1.0574, 3.8974)
Cl (-1.4269, 10.3407, 2.7063)
C (-6.4796, -4.4762, 1.5063)
H (-0.2059, 2.8197, -2.5174)
H (0.7175, -1.5218, -6.8228)
Cl (4.6715, -5.8646, 2.2956)
C (4.7752, -0.5427, 3.1494)

Cartesian forces, eV/Å:
Cl 0.0 0.0 0.0
C 0.9 0.1 0.4
Cl 0.0 0.0 0.0
Cl -0.1 0.1 -0.1
H 0.0 -0.2 0.0
Cl 0.0 -0.1 -0.1
H 0.0 0.0 0.0
Cl 0.0 0.0 0.0
O 0.2 0.5 0.8
O 0.7 0.6 0.5
Cl 0.0 0.1 -0.1
H 0.0 0.0 0.0
Cl 0.0 0.0 0.0
C 0.0 -0.1 0.0
H 0.0 0.1 0.0
Cl 0.0 0.1 0.1
Cl 0.0 0.0 0.0
Cl 0.2 0.0 -0.6
H 0.0 0.1 0.1
H -0.2 0.1 0.5
C 0.0 -0.1 0.0
C -0.5 -0.5 -1.0
Cl 0.0 0.0 0.0
Cl -0.1 -0.5 0.3
I -0.8 -0.1 -0.4
Cl 0.0 0.0 0.0
H 0.0 0.0 0.0
Cl 0.0 0.0 0.0
C 0.1 -0.1 0.0
Cl 0.0 -0.1 0.1
H 0.0 0.0 0.0
Cl -0.2 0.1 -0.1
Cl 0.0 0.0 0.0
O 1.3 -1.1 1.5
Cl 0.0 0.0 0.1
Cl -0.1 0.0 0.0
C 0.1 -0.1 0.2
Cl -2.3 -0.5 0.6
C 0.0 0.0 0.0
H -0.4 0.2 0.0
C 0.7 0.9 1.0
Cl 0.3 -0.1 -0.1
Cl 0.1 0.2 -0.4
H -0.1 0.0 0.0
Cl 0.1 0.0 -0.4
Cl 0.1 0.1 0.1
Cl 0.1 0.1 0.0
H 0.0 -0.1 0.0
C 0.1 0.0 -0.1
Cl 0.0 0.0 0.0
Cl 0.0 0.0 0.0
I 0.6 0.4 0.6
N 0.3 0.1 0.1
Cl 0.0 0.0 0.0
C 0.3 -0.7 -0.9
C 0.0 -0.1 0.0
H 0.0 0.0 0.0
H 0.0 0.0 0.0
C -1.3 -1.0 -0.7
Cl 0.0 0.0 0.0
Cl 0.0 0.0 0.0
H 0.0 0.0 0.0
Cl 0.0 0.0 0.0
O 0.6 -0.3 -0.6
Cl 0.0 0.0 0.0
Cl -0.1 -0.1 0.4
C 0.3 -0.2 0.0
H -0.4 0.0 -0.2
C -0.1 0.0 0.0
C 0.1 -0.1 0.1
Cl 0.1 0.5 -0.2
H 0.1 0.0 0.0
Cl -0.1 0.0 0.0
H 0.0 0.2 0.6
S 0.0 1.1 -2.3
Cl -0.2 0.1 0.1
H 0.0 0.0 0.0
C 0.0 -0.1 -0.1
H 0.0 0.0 0.0
H 0.0 0.0 0.0
Cl 0.0 0.0 0.0
Cl 0.0 0.0 0.0
C -0.1 0.0 -0.1
H 0.0 0.0 0.0
H 0.1 0.1 0.0
Cl -0.1 0.0 0.4
C 0.0 0.1 0.0

* LUMO: -0.688 eV
* HOMO-LUMO gap: 8.65 eV
* molecular weight: 1984.9 g mol⁻¹